(1)
{"formula": "C5H4FO4", "method": "ωB97M-V/def2-TZVPD", "homo_ha": -0.158, "total_energy_ev": -16158.7759, "relative_energy_ev": 0.0000, "total_charge": -1, "largest_force_ev_per_a": 2.239, "gap_ev": 8.166, "species": ["C", "C", "C", "C", "C", "O", "O", "O", "O", "F", "H", "H", "H", "H"], "coordinates": [[2.113, 0.325, -0.118], [0.888, 0.194, -0.605], [-0.323, 0.093, 0.253], [-1.268, -1.504, -0.421], [-1.114, 1.302, 0.209], [-1.537, -1.393, -1.574], [-0.064, -0.284, 1.586], [-1.290, -2.257, 0.511], [-1.864, 1.785, 1.008], [-1.067, 1.932, -1.050], [2.976, 0.439, -0.755], [2.280, 0.340, 0.946], [0.696, 0.216, -1.670], [-0.425, -1.188, 1.677]]}

(2)
{"formula": "C7H5FN2O", "method": "ωB97M-V/def2-TZVPD", "homo_ha": -0.314, "smiles": "Oc1n[nH]c2cc(F)ccc12", "total_energy_ev": -15084.4592, "relative_energy_ev": 0.0000, "largest_force_ev_per_a": 2.458, "gap_ev": 9.096, "species": ["O", "C", "N", "N", "C", "C", "C", "F", "C", "C", "C", "H", "H", "H", "H", "H"], "coordinates": [[-2.144, 0.360, -2.281], [-1.229, 0.882, -1.380], [-0.727, 2.072, -1.440], [0.270, 2.102, -0.498], [0.411, 0.889, 0.116], [1.260, 0.429, 1.127], [1.210, -0.898, 1.565], [2.093, -1.327, 2.505], [0.322, -1.791, 0.937], [-0.589, -1.327, -0.053], [-0.536, 0.054, -0.396], [-2.321, -0.561, -2.101], [0.893, 2.903, -0.363], [1.970, 1.077, 1.626], [0.395, -2.849, 1.209], [-1.278, -2.015, -0.571]]}